Record 1
2 unconnected molecules or ions with the total composition CH3I2O2P in a non-equilibrium geometry. Source: OMol25; level of theory: ωB97M-V with the def2-TZVPD basis set.

Summary:
E_LUMO   -0.4 eV
Structure (SMILES)   CP(=O)=O.II
HOMO level   -0.3305 Ha

Positions of all 9 atoms, in Å:
C 0.6616 1.1848 0.3403
P -0.2872 0.2598 -0.9023
O -1.6110 0.0513 -0.4307
O 0.2421 -0.1049 -2.2027
H 0.5557 2.2758 0.3024
H 0.3442 0.7587 1.3077
H 1.8233 1.0708 0.1677
I -1.6187 -3.1218 -0.1129
I -0.1100 -2.3744 1.5306

Record 2
A single C4H7NO molecule in a non-equilibrium geometry. Source: OMol25; level of theory: ωB97M-V with the def2-TZVPD basis set.

Summary:
E_LUMO   0.8 eV
Structure (SMILES)   NCC#CCO
HOMO level   -0.3489 Ha

Positions of all 13 atoms, in Å:
N -2.6761 1.2944 -1.0194
C -1.9725 -0.0149 -0.5432
C -0.5210 0.1546 -0.0860
C 0.5940 -0.0377 0.3462
C 1.9539 -0.0878 0.9509
O 2.6086 -1.3111 0.4808
H -2.2680 1.7216 -2.0056
H -3.6424 1.2245 -1.2156
H -1.8913 -0.8701 -1.2686
H -2.6734 -0.2994 0.3593
H 2.5863 0.8373 0.4717
H 1.9416 -0.0312 2.1188
H 3.4850 -1.2393 0.8218

Record 3
A molecular structure, C31H47BrCuN2P2 in a non-equilibrium geometry. Source: OMol25; level of theory: ωB97M-V with the def2-TZVPD basis set.

Summary:
E_LUMO (alpha / beta)   -5.8 / -8.6 eV
Multiplicity   2
HOMO level (alpha / beta)   -0.4821 / -0.4820 Ha
Total charge   +2

Positions of all 84 atoms, in Å:
N -1.4685 4.7886 4.5959
C -2.2989 4.4280 3.6142
C -2.5050 3.0903 3.2751
C -1.8394 2.0785 4.0237
C -0.9285 2.5006 5.0227
C -0.7806 3.8679 5.2751
C -2.0505 0.6781 3.7294
Cu 0.2316 -0.7860 -0.5086
P 0.7424 -1.9130 -2.3568
C -1.3141 -0.3494 4.2652
C -1.0731 -1.5234 3.4293
C 0.1949 -2.1645 3.3636
C 0.5256 -2.9262 2.2477
C -0.3726 -3.0075 1.1798
C -1.7032 -2.5957 1.3259
C -2.0548 -1.8884 2.4726
Br 0.1146 -4.3139 -0.2078
H -2.8863 0.4619 3.0570
H -0.7632 -0.2673 5.2139
H -3.1806 2.8496 2.4493
H -0.3586 1.7805 5.6139
H -2.8248 5.2315 3.0775
H -0.0938 4.2257 6.0517
H 0.9295 -2.0168 4.1595
H -3.0869 -1.5588 2.6280
H 1.4936 -3.4024 2.1502
H -2.4164 -2.7664 0.5318
P 1.8431 0.6200 0.1485
C -0.8861 -2.7100 -2.7124
C -0.9308 -4.0147 -3.4883
H -1.4848 -1.9367 -3.2144
H -1.3574 -2.8473 -1.7295
H -1.9833 -4.3026 -3.5866
H -0.5308 -3.9134 -4.4990
H -0.4281 -4.8408 -2.9780
C 2.3112 -2.8525 -2.0925
C 2.5649 -4.0031 -3.0544
H 2.3081 -3.1990 -1.0542
H 3.1095 -2.0952 -2.1590
H 3.1825 -4.7583 -2.5573
H 1.6566 -4.5200 -3.3788
H 3.1050 -3.6645 -3.9428
C 1.1756 -1.0520 -3.9173
C 0.9828 -1.8396 -5.2130
H 2.2252 -0.7403 -3.8158
H 0.5699 -0.1343 -3.9298
H 1.4305 -1.2794 -6.0405
H 1.4736 -2.8169 -5.1905
H -0.0736 -1.9874 -5.4500
C 2.4124 2.0518 -0.8992
C 2.6397 1.7754 -2.3825
H 3.3453 2.4174 -0.4422
H 1.6733 2.8574 -0.8084
H 3.1199 2.6537 -2.8339
H 3.2966 0.9169 -2.5549
H 1.6957 1.6148 -2.9168
C 3.4686 -0.1779 0.4978
C 3.5241 -1.0875 1.7207
H 4.1981 0.6365 0.6044
H 3.7281 -0.7390 -0.4116
H 4.4931 -1.6047 1.7291
H 3.4447 -0.5279 2.6602
H 2.7323 -1.8437 1.7147
C 1.4804 1.4509 1.7615
C 0.9322 2.8712 1.6785
H 2.4046 1.4401 2.3604
H 0.7592 0.7920 2.2702
H 0.8837 3.3055 2.6838
H 1.5750 3.5289 1.0815
H -0.0793 2.8772 1.2553
C -4.5435 3.3219 -1.3781
C -3.3917 2.4357 -1.0176
C -3.5914 1.1403 -0.5309
C -2.5303 0.2426 -0.4865
N -1.2720 0.6029 -0.8281
C -1.0635 1.8758 -1.2439
C -2.0713 2.8302 -1.2287
H -5.0101 2.9937 -2.3168
H -5.3265 3.3122 -0.6136
H -4.2161 4.3581 -1.5153
H -4.5780 0.8348 -0.1958
H -2.7116 -0.7977 -0.2016
H -0.0768 2.1490 -1.6320
H -1.8408 3.8784 -1.4037

Record 4
2 unconnected molecules or ions with the total composition ClFN2O3 in a non-equilibrium geometry. Source: OMol25; level of theory: ωB97M-V with the def2-TZVPD basis set.

Summary:
E_LUMO (alpha / beta)   -1.5 / -1.9 eV
HOMO level (alpha / beta)   -0.3874 / -0.3732 Ha

Positions of all 7 atoms, in Å:
N -2.8332 -0.9301 0.2350
N 1.5993 0.1843 -0.0511
O 1.9193 0.5895 0.9697
O 1.6845 0.4298 -1.1654
O -1.9437 -0.4968 -0.2887
F 0.8360 -1.1600 0.1317
Cl -1.2621 1.3833 0.1688

Record 5
A molecular structure, C13H27KO10 in a non-equilibrium geometry. Source: OMol25; level of theory: ωB97M-V with the def2-TZVPD basis set.

Summary:
E_LUMO   -0.3 eV
HOMO level   -0.2192 Ha

Positions of all 51 atoms, in Å:
K 2.0627 -1.7787 -1.0507
C 0.0477 -0.2537 0.1650
O -0.1720 -1.4233 -0.5981
H -0.7902 0.4278 0.0177
H 0.0994 -0.4238 1.2404
H 0.8638 0.3210 -0.2729
C 0.6830 2.3374 -1.9056
C 0.1127 1.3749 -2.9567
O -1.2765 1.6523 -3.2856
C -2.1697 0.8274 -2.8002
O -1.9616 -0.2487 -2.3026
O -3.4119 1.2202 -3.1324
C -3.5958 2.2602 -4.1248
H 1.6224 1.9603 -1.5013
H 0.0752 2.4033 -1.0032
H 0.8847 3.3694 -2.1929
H 0.3259 0.3245 -2.7585
H 0.5609 1.6610 -3.9082
H -3.0609 1.9580 -5.0252
H -3.2410 3.1977 -3.6966
H -4.6471 2.3812 -4.3859
C -1.7768 -0.3141 4.1795
C -2.1891 -0.6071 2.7314
O -2.7747 -1.8633 2.6985
C -3.3560 -2.2603 1.5684
O -3.0608 -1.8849 0.4366
O -4.3160 -3.1812 1.7793
C -4.2384 -4.0614 2.8912
H -1.2118 0.6171 4.1377
H -1.0085 -1.0738 4.3237
H -2.5708 -0.2304 4.9215
H -1.2334 -0.6937 2.2143
H -2.7082 0.2131 2.2355
H -3.9708 -4.9805 2.3700
H -5.1535 -4.0526 3.4833
H -3.3524 -3.9475 3.5159
C 2.6242 1.2512 1.8534
C 3.4713 1.9275 0.8189
O 4.4790 1.0639 0.3878
C 4.2557 0.1228 -0.5041
O 3.1510 -0.1601 -1.0030
O 5.4495 -0.5422 -0.6269
C 5.6039 -1.6118 -1.4958
H 3.1105 0.7940 2.7151
H 1.9904 0.4802 1.4153
H 1.9687 1.9950 2.3064
H 3.9314 2.8218 1.2391
H 2.8350 2.2379 -0.0099
H 5.5473 -2.4867 -0.8481
H 6.5920 -1.4604 -1.9302
H 4.8994 -1.6610 -2.3261

Energy relative to the best compared isomer or geometry (same formula, charge and spin) / kcal/mol: 34.67 95.85 10.48 33.13 116.09